<a>
The following is a quantum chemistry calculation of an isolated molecule of C20H23N3O3S, from the OMol25 dataset.

Bonds (Å) are listed after each position.
Atoms and positions in Å:
1 S -1.5418 2.9870 4.6000  C17 1.824, C24 1.815
2 O 2.4911 2.5834 -4.8982  C21 1.358, C23 1.407
3 O 2.4184 1.3480 0.0457  C10 1.216
4 O -0.4214 -1.1603 -4.5414  C14 1.408, C20 1.361
5 N 0.2440 0.7768 0.2110  C10 1.356, C12 1.444, H38 1.008
6 N 0.1536 -1.4714 3.0545  C19 1.374, C26 1.367, H30 1.006
7 N -1.1164 -1.3956 1.2285  C13 1.373, C26 1.302
8 C -0.5056 -3.7853 3.8339  C19 1.384, C25 1.381, H49 1.080
9 C -2.1149 -4.7830 2.3200  C18 1.379, C25 1.396, H28 1.080
10 C 1.3773 1.0242 -0.4918  O3 1.216, N5 1.356, C27 1.492
11 C 0.9935 0.6785 -4.7211  C20 1.397, C21 1.386, H40 1.077
12 C 0.2423 0.6184 1.6461  N5 1.444, C22 1.541, C26 1.495, H50 1.098
13 C -1.3120 -2.6066 1.8462  N7 1.373, C18 1.390, C19 1.414
14 C -1.1359 -2.1014 -3.7754  O4 1.408, H39 1.094, H47 1.089, H48 1.095
15 C 1.9074 1.7725 -2.7872  C21 1.397, C27 1.381, H35 1.077
16 C 0.4208 -0.1098 -2.5132  C20 1.386, C27 1.395, H29 1.078
17 C -0.5410 1.6792 3.8159  S1 1.824, C22 1.519, H41 1.090, H44 1.091
18 C -2.1254 -3.6775 1.4956  C9 1.379, C13 1.390, H32 1.078
19 C -0.5108 -2.6729 3.0098  N6 1.374, C8 1.384, C13 1.414
20 C 0.3165 -0.2189 -3.8914  O4 1.361, C11 1.397, C16 1.386
21 C 1.7913 1.6715 -4.1759  O2 1.358, C11 1.386, C15 1.397
22 C -0.6412 1.6986 2.3001  C12 1.541, C17 1.519, H37 1.091, H45 1.092
23 C 2.4302 2.5202 -6.3029  O2 1.407, H31 1.089, H34 1.094, H43 1.095
24 C -0.5100 4.4361 4.2413  S1 1.815, H33 1.085, H36 1.086, H42 1.086
25 C -1.3211 -4.8374 3.4673  C8 1.381, C9 1.396, H46 1.080
26 C -0.2528 -0.7560 1.9629  N6 1.367, N7 1.302, C12 1.495
27 C 1.2175 0.8986 -1.9695  C10 1.492, C15 1.381, C16 1.395
28 H -2.7358 -5.6323 2.0766  C9 1.080
29 H -0.0707 -0.8156 -1.8628  C16 1.078
30 H 0.8317 -1.1853 3.7404  N6 1.006
31 H 3.0657 3.3283 -6.6616  C23 1.089
32 H -2.7396 -3.6343 0.6105  C18 1.078
33 H -0.9682 5.2745 4.7547  C24 1.085
34 H 2.8116 1.5655 -6.6785  C23 1.094
35 H 2.5365 2.5355 -2.3597  C15 1.077
36 H -0.4886 4.6269 3.1726  C24 1.086
37 H -0.3124 2.6656 1.9156  C22 1.091
38 H -0.5828 0.4381 -0.2557  N5 1.008
39 H -0.4673 -2.7108 -3.1595  C14 1.094
40 H 0.8734 0.5523 -5.7843  C11 1.077
41 H -0.9393 0.7493 4.2218  C17 1.090
42 H 0.4929 4.2694 4.6238  C24 1.086
43 H 1.4095 2.6727 -6.6679  C23 1.095
44 H 0.4897 1.8101 4.1499  C17 1.091
45 H -1.6790 1.5424 1.9998  C22 1.092
46 H -1.3467 -5.7249 4.0816  C25 1.080
47 H -1.6435 -2.7407 -4.4959  C14 1.089
48 H -1.8793 -1.6174 -3.1342  C14 1.095
49 H 0.1082 -3.8277 4.7210  C8 1.080
50 H 1.2802 0.7415 1.9812  C12 1.098

Calculated values
HOMO energy: -8.43 eV
2S+1: 1
gap between HOMO and LUMO: 9.06 eV
SMILES string: COc1cc(OC)cc(C(=O)N[C@@H](CCSC)c2nc3ccccc3[nH]2)c1

***

<b>
The following is a quantum chemistry calculation of an isolated molecule of C20H23N3O3S, from the OMol25 dataset.

Bonds (Å) are listed after each position.
Atoms and positions in Å:
1 S 0.7203 -2.5948 1.9911  C13 1.821, C25 1.738
2 O -0.9509 -4.0606 -2.1213  C19 1.408, C20 1.404
3 O -1.7003 -1.0974 1.2280  C8 1.219
4 O -0.5461 5.5229 0.9008  C22 1.216
5 N -1.4082 1.4912 0.4440  C15 1.375, C17 1.335, H35 1.009
6 N 1.0365 -0.6451 0.1870  C14 1.373, C25 1.304
7 N 1.1826 -2.7000 -0.6974  C11 1.436, C12 1.379, C25 1.362
8 C -0.8759 -0.4099 1.8053  O3 1.219, C13 1.522, C15 1.449
9 C -1.7081 3.5614 -0.8616  C17 1.480, H32 1.090, H42 1.089, H47 1.087
10 C 1.4214 0.4294 -3.3230  C23 1.380, C27 1.395, H41 1.080
11 C 1.0050 -4.1231 -0.7628  N7 1.436, C19 1.531, H28 1.093, H30 1.092
12 C 1.2838 -1.8134 -1.7486  N7 1.379, C14 1.415, C16 1.383
13 C 0.1541 -1.0328 2.7364  S1 1.821, C8 1.522, H40 1.090, H45 1.086
14 C 1.2014 -0.5251 -1.1702  N6 1.373, C12 1.415, C23 1.389
15 C -0.8135 1.0214 1.5919  N5 1.375, C8 1.449, C26 1.388
16 C 1.4360 -1.9876 -3.1125  C12 1.383, C27 1.382, H44 1.078
17 C -1.2088 2.8044 0.3085  N5 1.335, C9 1.480, C21 1.403
18 C 0.3951 2.0785 3.5901  C26 1.490, H31 1.090, H38 1.087, H46 1.087
19 C -0.4832 -4.4713 -0.8585  O2 1.408, C11 1.531, H29 1.101, H50 1.100
20 C -2.3511 -4.0822 -2.2249  O2 1.404, H33 1.088, H36 1.097, H37 1.097
21 C -0.4722 3.2420 1.4194  C17 1.403, C22 1.463, C26 1.423
22 C -0.0384 4.6323 1.5554  O4 1.216, C21 1.463, C24 1.511
23 C 1.2705 0.6126 -1.9637  C10 1.380, C14 1.389, H34 1.079
24 C 1.1051 4.9294 2.4979  C22 1.511, H43 1.085, H48 1.088, H49 1.088
25 C 1.0118 -1.9297 0.4123  S1 1.738, N6 1.304, N7 1.362
26 C -0.2313 2.1035 2.2380  C15 1.388, C18 1.490, C21 1.423
27 C 1.5015 -0.8447 -3.8863  C10 1.395, C16 1.382, H39 1.080
28 H 1.4312 -4.5763 0.1362  C11 1.093
29 H -0.6231 -5.5557 -0.7276  C19 1.101
30 H 1.5222 -4.4979 -1.6481  C11 1.092
31 H 1.4808 2.0037 3.5205  C18 1.090
32 H -2.6767 4.0066 -0.6330  C9 1.090
33 H -2.5922 -3.7318 -3.2262  C20 1.088
34 H 1.2065 1.5947 -1.5219  C23 1.079
35 H -1.8637 0.8742 -0.2117  N5 1.009
36 H -2.7446 -5.0969 -2.0864  C20 1.097
37 H -2.8116 -3.4199 -1.4820  C20 1.097
38 H 0.0277 1.2312 4.1631  C18 1.087
39 H 1.6138 -0.9384 -4.9562  C27 1.080
40 H -0.2904 -1.3016 3.6950  C13 1.090
41 H 1.4765 1.2918 -3.9710  C10 1.080
42 H -1.8163 2.9060 -1.7239  C9 1.089
43 H 1.8637 4.1546 2.4542  C24 1.085
44 H 1.4806 -2.9702 -3.5546  C16 1.078
45 H 1.0204 -0.3918 2.8690  C13 1.086
46 H 0.1540 2.9856 4.1373  C18 1.087
47 H -1.0310 4.3795 -1.0942  C9 1.087
48 H 1.5373 5.8905 2.2287  C24 1.088
49 H 0.7299 5.0026 3.5166  C24 1.088
50 H -1.0322 -3.9519 -0.0590  C19 1.100

Calculated values
HOMO energy: -8.08 eV
2S+1: 1
gap between HOMO and LUMO: 8.57 eV
SMILES string: COCCn1c(SCC(=O)c2[nH]c(C)c(C(C)=O)c2C)nc2ccccc21

***

Least stable = <b>

***

<a>
The following is a quantum chemistry calculation of the ion C11H17N2O with charge +1, from the OMol25 dataset.

Bonds (Å) are listed after each position.
Atoms and positions in Å:
1 O -0.5411 -1.5603 1.5254  C11 1.415, C14 1.367
2 N -0.1186 2.4691 -1.0069  C4 1.373, H26 1.005, H28 1.004
3 N 2.2599 -0.2861 -2.1993  C10 1.303, H15 1.013, H19 1.013
4 C -0.8351 1.6345 -0.1852  N2 1.373, C5 1.401, C8 1.400
5 C -2.0713 2.0777 0.3015  C4 1.401, C12 1.375, H20 1.079
6 C 2.1717 0.6792 0.4531  C7 1.531, H18 1.087, H27 1.089, H31 1.086
7 C 1.0261 -0.1516 -0.1302  C6 1.531, C8 1.529, C10 1.468, H22 1.106
8 C -0.3514 0.3944 0.2478  C4 1.400, C7 1.529, C14 1.405
9 C 0.0125 -1.1106 -2.2633  C10 1.474, H17 1.089, H24 1.087, H30 1.093
10 C 1.1529 -0.5084 -1.5488  N3 1.303, C7 1.468, C9 1.474
11 C -1.0412 -2.2221 2.6722  O1 1.415, H21 1.089, H25 1.092, H29 1.093
12 C -2.7904 1.3217 1.1968  C5 1.375, C13 1.386, H23 1.078
13 C -2.3146 0.0978 1.6397  C12 1.386, C14 1.386, H16 1.076
14 C -1.0984 -0.3660 1.1636  O1 1.367, C8 1.405, C13 1.386
15 H 3.0549 0.1398 -1.7377  N3 1.013
16 H -2.8927 -0.4780 2.3417  C13 1.076
17 H 0.3352 -1.6952 -3.1229  C9 1.089
18 H 2.2259 1.6664 0.0012  C6 1.087
19 H 2.3729 -0.5637 -3.1665  N3 1.013
20 H -2.4485 3.0331 -0.0282  C5 1.079
21 H -0.3252 -3.0129 2.8897  C11 1.089
22 H 1.0325 -1.1265 0.3926  C7 1.106
23 H -3.7392 1.6818 1.5613  C12 1.078
24 H -0.5905 -1.7206 -1.5960  C9 1.087
25 H -1.1031 -1.5415 3.5240  C11 1.092
26 H -0.5909 3.2908 -1.3414  N2 1.005
27 H 3.1285 0.1694 0.3511  C6 1.089
28 H 0.6059 2.1041 -1.5977  N2 1.004
29 H -2.0211 -2.6658 2.4798  C11 1.093
30 H -0.6409 -0.3145 -2.6290  C9 1.093
31 H 1.9915 0.8193 1.5151  C6 1.086

Calculated values
HOMO energy: -11.17 eV
2S+1: 1
charge: +1
gap between HOMO and LUMO: 7.27 eV
SMILES string: COc1cccc(N)c1[C@H](C)C(C)=[NH2+]

***

<b>
The following is a quantum chemistry calculation of the ion C11H17N2O with charge +1, from the OMol25 dataset.

Bonds (Å) are listed after each position.
Atoms and positions in Å:
1 O 0.7677 -1.8506 -0.1304  C8 1.419, C14 1.333
2 N -1.0542 1.3818 -0.1219  C4 1.480, C6 1.473, H21 1.019, H30 1.182
3 N 1.3213 0.3899 -0.3748  C12 1.341, C14 1.334
4 C -2.1227 0.9185 -1.0351  N2 1.480, C11 1.534, H18 1.093, H29 1.091
5 C -1.6415 -1.2429 0.1988  C8 1.550, C10 1.540, C11 1.530, H24 1.092
6 C -1.3671 1.0452 1.2781  N2 1.473, C10 1.529, H22 1.091, H28 1.092
7 C 2.9938 -1.2157 0.1976  C13 1.375, C14 1.402, H27 1.077
8 C -0.4864 -1.6329 -0.7579  O1 1.419, C5 1.550, H19 1.093, H26 1.093
9 C 3.5878 1.0796 -0.1180  C12 1.372, C13 1.397, H16 1.077
10 C -1.2129 -0.4658 1.4578  C5 1.540, C6 1.529, H23 1.089, H31 1.089
11 C -2.6857 -0.4310 -0.5711  C4 1.534, C5 1.530, H20 1.090, H25 1.089
12 C 2.2671 1.3404 -0.3829  N3 1.341, C9 1.372, H15 1.081
13 C 3.9541 -0.2318 0.1941  C7 1.375, C9 1.397, H17 1.078
14 C 1.6704 -0.8704 -0.1117  O1 1.333, N3 1.334, C7 1.402
15 H 1.9226 2.3379 -0.6161  C12 1.081
16 H 4.3176 1.8706 -0.1431  C9 1.077
17 H 4.9805 -0.4717 0.4211  C13 1.078
18 H -2.9288 1.6559 -1.0591  C4 1.093
19 H -0.7313 -2.5922 -1.2215  C8 1.093
20 H -3.5455 -0.2746 0.0798  C11 1.090
21 H -0.9323 2.3880 -0.2317  N2 1.019
22 H -0.6839 1.5788 1.9401  C6 1.091
23 H -1.8306 -0.7776 2.2988  C10 1.089
24 H -2.1032 -2.1738 0.5331  C5 1.092
25 H -3.0337 -0.9921 -1.4371  C11 1.089
26 H -0.3599 -0.8970 -1.5567  C8 1.093
27 H 3.2181 -2.2454 0.4188  C7 1.077
28 H -2.3855 1.3654 1.5098  C6 1.092
29 H -1.7070 0.8505 -2.0418  C4 1.091
30 H -0.0043 0.8808 -0.3326  N2 1.182
31 H -0.1847 -0.7174 1.7155  C10 1.089

Calculated values
HOMO energy: -12.69 eV
2S+1: 1
charge: +1
gap between HOMO and LUMO: 10.01 eV
SMILES string: c1ccc(OCC2CC[NH2+]CC2)nc1

***

Least stable = <a>

***

<a>
The following is a quantum chemistry calculation of an isolated molecule of C4H8FN, from the OMol25 dataset.

Bonds (Å) are listed after each position.
Atoms and positions in Å:
1 F 0.9262 1.6392 1.5831  C3 1.370
2 N -0.6727 -0.5427 -0.8416  C4 1.430, C5 1.495, H13 1.104
3 C 0.8266 0.4296 0.9472  F1 1.370, C5 1.411, C6 1.537, H9 1.166
4 C -1.7886 -0.7582 0.0257  N2 1.430, H7 1.221, H8 1.160, H12 1.204
5 C 0.3230 0.4683 -0.3707  N2 1.495, C3 1.411, C6 1.454, H11 1.104
6 C 1.7722 0.4096 -0.2637  C3 1.537, C5 1.454, H10 1.210, H14 1.154
7 H -2.7231 0.0061 -0.1570  C4 1.221
8 H -1.4067 -0.8364 1.1188  C4 1.160
9 H 0.7572 -0.3802 1.7835  C3 1.166
10 H 2.4923 1.1939 -0.8377  C6 1.210
11 H 0.1798 1.5016 -0.7316  C5 1.104
12 H -2.2012 -1.8857 -0.0626  C4 1.204
13 H -0.7244 -0.5994 -1.9432  N2 1.104
14 H 2.2395 -0.6456 -0.2502  C6 1.154

Calculated values
HOMO energy: -8.63 eV
2S+1: 1
gap between HOMO and LUMO: 9.74 eV
SMILES string: CN[C@@H]1C[C@H]1F

***

<b>
The following is a quantum chemistry calculation of an isolated molecule of C4H8FN, from the OMol25 dataset.

Bonds (Å) are listed after each position.
Atoms and positions in Å:
1 F -0.1552 -1.8889 1.6442  C4 1.368
2 N 0.1753 -0.3763 -0.5508  C3 1.447, C5 1.411, C6 1.462
3 C 0.9485 -0.0184 0.6189  N2 1.447, C4 1.517, H9 1.125, H10 1.105
4 C -0.2083 -0.5358 1.4527  F1 1.368, C3 1.517, C6 1.518, H12 1.105
5 C 0.2284 0.4582 -1.6876  N2 1.411, H11 1.094, H13 1.096, H14 1.103
6 C -1.0548 -0.2396 0.2275  N2 1.462, C4 1.518, H7 1.121, H8 1.068
7 H -1.3121 0.8511 0.2662  C6 1.121
8 H -1.9074 -0.8443 0.0092  C6 1.068
9 H 1.0628 1.0907 0.7666  C3 1.125
10 H 1.9033 -0.5496 0.7807  C3 1.105
11 H 1.2555 0.5191 -2.0588  C5 1.094
12 H -0.4598 -0.0448 2.4100  C4 1.105
13 H -0.4342 0.0901 -2.4786  C5 1.096
14 H -0.0422 1.4885 -1.4002  C5 1.103

Calculated values
HOMO energy: -9.03 eV
2S+1: 1
gap between HOMO and LUMO: 10.16 eV
SMILES string: CN1CC(F)C1

***

Least stable = <a>